Below is the molecule C18H16N4O3S at a distorted geometry, with properties calculated with ωB97M-V/def2-TZVPD.

* HOMO-LUMO gap: 0.3151 Ha
* E_LUMO: 0.1 eV
* energy relative to the best compared isomer or geometry (same formula, charge and spin): 195.5 kJ/mol
* M: 368.42 g mol⁻¹
* highest occupied orbital energy: -8.511 eV
* 2S+1: 1
* DFT total energy: -1538.45968 hartree
* SMILES: CCC(=O)Nc1ccc(C(=O)CSc2nnc(-c3cccnc3)o2)cc1

Each line ends with the Löwdin charge.
Atoms and positions in Å:
C: -5.87 -3.14 -0.88  -0.09
C: -6.46 -1.94 -0.14  -0.16
C: -5.37 -1.15 0.56  -0.47
O: -5.19 -1.19 1.75  0.09
N: -4.61 -0.42 -0.32  0.13
C: -3.51 0.39 -0.06  -0.21
C: -2.91 1.03 -1.14  -0.01
C: -1.81 1.85 -0.97  -0.06
C: -1.29 2.05 0.31  -0.18
C: -0.13 2.91 0.59  -0.42
O: 0.16 3.28 1.71  0.11
C: 0.74 3.34 -0.59  -0.35
S: 1.34 1.90 -1.54  1.03
C: 2.74 1.53 -0.60  -0.67
N: 3.29 2.25 0.33  0.06
N: 4.37 1.57 0.75  0.11
C: 4.44 0.47 0.06  -0.29
C: 5.44 -0.56 0.17  -0.13
C: 6.46 -0.44 1.10  0.00
C: 7.40 -1.45 1.18  -0.05
C: 7.28 -2.53 0.31  -0.14
N: 6.31 -2.65 -0.58  0.06
C: 5.41 -1.69 -0.65  -0.08
O: 3.41 0.39 -0.84  0.08
C: -1.91 1.42 1.39  0.01
C: -3.00 0.59 1.22  0.01
H: -5.17 -2.83 -1.65  0.07
H: -6.66 -3.72 -1.35  0.07
H: -5.35 -3.79 -0.18  0.08
H: -7.16 -2.29 0.61  0.12
H: -7.00 -1.29 -0.84  0.11
H: -4.87 -0.47 -1.29  0.14
H: -3.31 0.89 -2.14  0.11
H: -1.38 2.33 -1.83  0.09
H: 0.17 3.95 -1.29  0.09
H: 1.61 3.88 -0.22  0.08
H: 6.50 0.43 1.74  0.12
H: 8.22 -1.41 1.89  0.10
H: 7.99 -3.35 0.33  0.10
H: 4.63 -1.82 -1.39  0.12
H: -1.50 1.58 2.38  0.12
H: -3.46 0.11 2.06  0.10